{"formula": "C30H31N5OP2RuS2Se2", "method": "ωB97M-V/def2-TZVPD", "spin_multiplicity": 2, "charge": 1, "lumo_energy_ev": [-3.7, -4.3], "gap_ev": [6.3, 5.7], "homo_ev": [-9.99, -9.99], "total_energy_ha": -7887.519358, "de_lowest_kcal_mol": 12.8, "species": ["Ru", "N", "C", "C", "N", "H", "H", "H", "H", "H", "H", "H", "H", "Se", "P", "C", "C", "C", "C", "C", "C", "C", "C", "C", "C", "C", "C", "C", "C", "N", "N", "N", "P", "Se", "C", "C", "C", "C", "C", "C", "C", "C", "C", "C", "C", "C", "H", "H", "H", "H", "H", "H", "H", "H", "H", "H", "H", "H", "H", "H", "H", "H", "H", "H", "H", "H", "C", "O", "C", "S", "S", "H", "H", "H"], "positions_angstrom": [[-0.23176, -0.02551, -0.43839], [0.57833, -1.91960, 0.04433], [-0.48326, -2.75498, 0.63922], [-1.74610, -2.61075, -0.18925], [-2.07511, -1.16194, -0.33316], [0.99788, -2.35864, -0.77181], [1.33916, -1.75228, 0.70376], [-0.65600, -2.38276, 1.64985], [-0.18978, -3.80358, 0.70736], [-2.57127, -3.15969, 0.26341], [-1.58817, -3.01615, -1.19016], [-2.65967, -0.85571, 0.43966], [-2.63133, -1.01004, -1.16997], [4.24960, 4.65099, 0.63503], [4.52216, 3.43474, -1.05334], [4.31834, 4.31803, -2.62038], [3.89027, 3.66933, -3.77513], [3.73156, 4.37748, -4.95748], [4.01985, 5.73459, -4.99278], [4.46199, 6.38289, -3.84645], [4.60201, 5.68071, -2.66005], [6.11468, 2.57459, -1.13139], [6.61366, 2.05824, -2.32396], [7.82167, 1.38006, -2.33294], [8.53476, 1.21395, -1.15342], [8.04200, 1.73266, 0.03456], [6.83445, 2.41419, 0.04747], [3.32391, 2.06288, -1.07113], [1.94232, 1.98426, -1.21475], [1.61155, 0.71705, -0.86433], [2.70892, 0.06474, -0.50784], [3.74132, 0.85512, -0.62278], [0.64332, 3.03405, -1.83347], [-1.25941, 2.00778, -1.42749], [0.72388, 4.63723, -1.05317], [0.23424, 4.74744, 0.24932], [0.34017, 5.95265, 0.91488], [0.92934, 7.04228, 0.28361], [1.42128, 6.92884, -1.00660], [1.32598, 5.72261, -1.68330], [0.81120, 3.17357, -3.61442], [0.10898, 4.17732, -4.28261], [0.14720, 4.23349, -5.66564], [0.86514, 3.28237, -6.37995], [1.54147, 2.26934, -5.71565], [1.51416, 2.21198, -4.33108], [3.66249, 2.61060, -3.74850], [3.38214, 3.87102, -5.84788], [3.90202, 6.28732, -5.91585], [4.69167, 7.44011, -3.87538], [4.91312, 6.18053, -1.75087], [6.07732, 2.19155, -3.25379], [8.21002, 0.98719, -3.26327], [9.48038, 0.68787, -1.16403], [8.60109, 1.61468, 0.95336], [6.44820, 2.83550, 0.96709], [-0.21754, 3.89066, 0.73619], [-0.02788, 6.04438, 1.92752], [1.01073, 7.98564, 0.80745], [1.88962, 7.77709, -1.48789], [1.73169, 5.62586, -2.68232], [-0.46018, 4.91082, -3.72473], [-0.38764, 5.01522, -6.18782], [0.89094, 3.32847, -7.46075], [2.09200, 1.52486, -6.27547], [2.04072, 1.42286, -3.80704], [3.49523, -0.61260, 2.40056], [2.09385, -0.50700, 2.06294], [1.53461, 0.69324, 2.20160], [2.18216, 2.02420, 2.84302], [-0.13431, 0.78535, 1.57998], [3.76829, -1.63777, 2.16984], [3.63456, -0.40077, 3.45818], [4.06595, 0.09001, 1.79524]], "forces_ev_per_a": [[0.077, 0.440, -0.201], [0.075, -0.045, -0.015], [-0.063, -0.029, 0.014], [0.018, 0.043, 0.001], [-0.095, 0.049, 0.115], [-0.007, -0.054, 0.018], [0.019, 0.069, -0.026], [0.015, -0.007, 0.004], [-0.005, 0.001, -0.009], [0.000, -0.016, -0.011], [0.014, 0.009, -0.003], [0.072, 0.007, 0.049], [-0.047, -0.034, 0.036], [-0.051, -0.021, 0.028], [-0.044, -0.026, 0.103], [-0.047, -0.077, -0.063], [0.258, 0.059, 0.075], [0.192, 0.132, -0.041], [-0.003, -0.068, -0.004], [-0.002, 0.035, 0.057], [0.020, 0.026, 0.005], [0.017, 0.031, 0.079], [-0.008, 0.008, -0.024], [0.002, -0.007, 0.000], [-0.006, 0.008, -0.001], [0.000, -0.003, 0.003], [0.001, 0.002, 0.000], [0.026, 0.119, 0.083], [0.063, -0.072, -0.232], [-0.030, -0.031, 0.266], [0.016, 0.087, -0.306], [-0.023, -0.033, -0.199], [0.142, 0.010, 0.009], [0.126, -0.252, 0.014], [-0.051, -0.016, 0.000], [0.011, -0.069, -0.036], [0.063, 0.064, 0.014], [-0.011, -0.007, 0.046], [0.022, -0.026, -0.067], [0.008, 0.005, 0.008], [-0.229, 0.116, -0.015], [0.105, -0.064, 0.054], [0.036, -0.023, -0.078], [-0.136, 0.000, 0.003], [-0.206, -0.172, 0.075], [-0.405, -0.246, -0.131], [0.297, 0.187, 0.046], [0.137, 0.113, 0.088], [0.002, 0.004, -0.003], [-0.004, -0.002, 0.002], [0.002, 0.017, -0.003], [-0.045, 0.019, -0.019], [0.002, -0.001, 0.000], [0.001, 0.001, 0.000], [0.001, -0.002, -0.002], [0.000, 0.004, -0.003], [-0.006, 0.012, 0.008], [-0.008, -0.007, -0.002], [-0.001, -0.003, 0.000], [0.006, -0.008, 0.000], [-0.006, 0.027, -0.004], [-0.002, 0.003, -0.015], [0.000, 0.002, 0.003], [0.000, 0.001, -0.007], [0.011, -0.009, -0.004], [-0.105, -0.044, -0.032], [0.021, -0.015, 0.043], [-0.146, 0.132, 0.314], [0.066, -0.034, -0.123], [0.055, -0.006, -0.019], [-0.196, -0.283, 0.021], [0.001, 0.010, -0.015], [-0.014, 0.000, 0.008], [0.000, -0.047, 0.022]]}

=====

{"formula": "C39H42BrF4N3O3P2Ti", "method": "ωB97M-V/def2-TZVPD", "spin_multiplicity": 2, "charge": 3, "lumo_energy_ev": [-8.4, -8.0], "gap_ev": [7.3, 7.7], "homo_ev": [-15.68, -15.66], "total_energy_ha": -6406.147627, "de_lowest_kcal_mol": 43.0, "species": ["Ti", "O", "C", "O", "C", "P", "C", "C", "C", "C", "C", "C", "C", "C", "C", "C", "C", "C", "H", "H", "H", "H", "H", "H", "H", "H", "H", "H", "H", "H", "F", "C", "C", "F", "C", "F", "C", "P", "C", "C", "C", "C", "C", "C", "C", "C", "C", "C", "C", "C", "C", "Br", "C", "F", "H", "H", "H", "H", "H", "H", "H", "H", "H", "H", "N", "C", "C", "C", "N", "C", "C", "N", "C", "H", "H", "H", "H", "H", "H", "H", "H", "H", "H", "H", "H", "H", "H", "H", "H", "C", "O", "H", "H", "H", "H"], "positions_angstrom": [[-14.95760, -5.67413, 14.77420], [-18.90476, -4.84999, 14.34873], [-17.83141, -5.14166, 13.86883], [-16.70709, -4.94619, 14.52415], [-17.60642, -5.69512, 12.48877], [-15.80794, -6.17525, 12.28669], [-15.30286, -5.29379, 10.79608], [-15.19480, -3.94110, 10.88800], [-14.79701, -3.14335, 9.79462], [-14.71435, -3.72597, 8.56011], [-14.81118, -5.11501, 8.45428], [-15.03669, -5.91466, 9.54032], [-16.01689, -7.94372, 11.88058], [-16.93707, -8.29415, 10.84553], [-17.12006, -9.63744, 10.55805], [-16.46600, -10.61329, 11.30347], [-15.63769, -10.28292, 12.38175], [-15.38593, -8.91148, 12.63213], [-17.89195, -4.92882, 11.78611], [-18.27451, -6.48135, 12.26491], [-15.45420, -3.44235, 11.85143], [-14.53444, -2.09872, 9.84012], [-14.53341, -3.14782, 7.67894], [-14.55410, -5.56601, 7.47515], [-15.24943, -6.96470, 9.41414], [-17.48839, -7.60675, 10.25157], [-17.73567, -9.98290, 9.68932], [-16.63821, -11.70580, 11.13085], [-15.06707, -11.02532, 12.90636], [-14.58302, -8.67347, 13.29611], [-9.08423, -10.11704, 15.01941], [-9.75448, -9.01558, 14.74431], [-9.38808, -8.28457, 13.61656], [-8.30778, -8.61341, 12.85415], [-10.12198, -7.23197, 13.11689], [-9.82403, -6.52316, 12.05682], [-11.27894, -6.81040, 13.80033], [-12.46151, -5.58856, 13.16484], [-12.27896, -5.94678, 11.40001], [-11.71570, -4.98719, 10.56988], [-11.46348, -5.30942, 9.23038], [-11.67341, -6.58342, 8.75955], [-12.23325, -7.50943, 9.61055], [-12.55451, -7.23164, 10.91733], [-11.70896, -4.01004, 13.53486], [-10.63373, -3.87760, 14.38950], [-10.14813, -2.59728, 14.65824], [-10.76153, -1.50926, 14.04646], [-11.75189, -1.61539, 13.05979], [-12.31906, -2.92601, 12.86597], [-11.50556, -7.45704, 15.00151], [-12.82380, -6.72339, 16.22006], [-10.80490, -8.52103, 15.51644], [-11.19537, -9.15946, 16.62673], [-11.39186, -4.02325, 10.96289], [-10.94026, -4.60435, 8.61678], [-11.46095, -6.81740, 7.71256], [-12.39013, -8.51708, 9.24247], [-13.03787, -8.01800, 11.43976], [-10.12231, -4.70104, 14.86560], [-9.29793, -2.37471, 15.30156], [-10.39983, -0.55736, 14.31775], [-12.08404, -0.68269, 12.61046], [-13.14538, -3.05607, 12.25478], [-19.81313, -5.61462, 17.10305], [-18.28320, -5.84401, 17.10043], [-17.70158, -5.48084, 18.48670], [-16.23831, -5.85729, 18.39006], [-15.58479, -5.03979, 17.28649], [-15.91973, -7.30533, 18.07430], [-16.62130, -7.87852, 16.78174], [-15.90032, -7.68551, 15.45310], [-18.05506, -7.33288, 16.78379], [-20.06449, -4.64978, 17.29349], [-20.32216, -6.20986, 17.77591], [-20.19557, -5.78201, 16.13797], [-17.98235, -5.13194, 16.34161], [-18.22515, -6.08794, 19.27663], [-17.77250, -4.47005, 18.82159], [-15.69842, -5.69207, 19.25360], [-14.74608, -4.63735, 17.75235], [-16.18037, -4.21623, 17.16018], [-16.22533, -7.92344, 18.94442], [-14.81350, -7.39900, 18.09977], [-16.68403, -8.94898, 16.96387], [-16.57492, -7.90243, 14.70534], [-15.24659, -8.40891, 15.40262], [-18.58903, -7.82482, 17.58555], [-18.56390, -7.63125, 15.85875], [-15.01884, -2.53782, 15.00944], [-14.21947, -3.73420, 15.04499], [-15.01576, -2.19838, 14.01057], [-14.66526, -1.78482, 15.70509], [-16.09146, -2.78101, 15.25917], [-13.32568, -3.52541, 14.62767]], "forces_ev_per_a": [[-0.297, 0.256, -0.103], [-0.068, -0.323, -0.046], [-0.153, 0.139, -0.321], [0.347, 0.008, 1.092], [0.938, 0.772, 0.275], [-0.795, -0.779, -0.155], [0.066, -1.106, -1.101], [0.259, 2.138, 0.831], [-0.409, -0.217, 0.263], [0.281, -0.827, 0.150], [0.819, -0.216, -1.359], [-1.279, 0.296, 1.100], [-0.962, 0.852, -0.829], [0.926, -1.247, 0.958], [-0.296, -0.521, -0.901], [0.063, -1.469, 1.118], [-0.013, 1.375, -1.047], [-0.133, -1.620, -0.829], [0.085, 0.538, -0.333], [-0.664, -1.117, -0.041], [0.395, -0.287, -0.649], [-0.455, 0.258, 0.510], [0.230, 0.299, -0.297], [-0.605, 0.185, 0.671], [0.533, -0.181, 0.007], [-0.143, 0.860, -0.213], [0.450, 0.594, 0.974], [0.143, 1.206, -0.170], [-0.080, -0.322, 0.219], [0.289, 0.377, 0.576], [-0.345, 0.463, 0.291], [0.465, 0.100, -0.314], [1.774, -0.269, -2.091], [-1.102, -0.138, 1.266], [-1.981, 0.965, 1.248], [1.230, -0.528, -0.433], [0.520, -0.587, 0.636], [-0.392, -1.178, 0.291], [-0.179, 0.381, 0.109], [0.062, -0.203, -0.569], [0.619, 0.326, 0.769], [-0.242, 0.307, -0.571], [0.046, -1.193, -0.420], [0.246, 0.976, -0.605], [-0.772, 0.085, -0.979], [1.021, 0.993, 0.565], [-0.522, 0.088, -0.299], [-0.079, -0.560, -0.780], [-0.399, -1.661, 1.209], [2.829, 2.451, 1.703], [-0.891, 0.562, 0.709], [0.094, -0.179, -0.127], [0.192, -1.097, -0.092], [0.278, 0.446, -0.437], [-0.191, -0.289, -0.263], [-0.052, 0.433, -0.300], [0.055, -0.069, 0.467], [-0.129, 0.009, 0.014], [-0.237, -0.388, 0.941], [-0.211, -0.341, -0.137], [-0.262, -0.461, 0.024], [0.353, 1.102, 0.046], [-0.294, -0.467, -0.215], [-1.374, -0.366, -1.276], [-0.197, -0.714, -0.929], [-0.815, 0.679, 0.720], [-0.440, -2.092, 0.017], [0.232, -0.643, -2.400], [0.518, 0.711, 0.703], [0.032, -0.835, -0.105], [0.460, 0.777, 1.109], [-1.893, 1.759, 0.542], [-0.250, 0.329, -0.501], [0.144, 0.354, 0.247], [0.243, 0.175, -0.274], [0.443, 0.020, 0.808], [0.333, -0.274, -0.128], [0.593, 0.345, -0.619], [-0.335, 0.964, -0.232], [0.659, 0.831, 2.164], [-0.481, -0.269, -0.743], [0.308, -0.086, -0.254], [-0.110, 0.169, -0.561], [-0.620, -0.130, -0.437], [-0.119, -0.114, -0.291], [0.253, -0.070, 0.317], [1.413, -1.368, -0.179], [-0.055, -0.598, 0.260], [-0.008, 0.198, 0.009], [-1.684, -0.311, 0.977], [1.067, -0.079, -0.189], [0.031, 0.763, -1.076], [0.310, -0.029, 0.007], [1.300, 0.031, -0.175], [-0.933, -0.128, 0.485]]}